# C4H5ClO

A 2-piece molecular cluster, C4H5ClO overall at a distorted geometry (ωB97M-V with the def2-TZVPD basis set, the OMol25 dataset).

Positions of all 11 atoms, in Å:
C: -1.60555 1.42197 -0.79523
C: -0.73932 1.03360 0.09206
C: 0.05917 0.70869 1.03502
Cl: 1.75553 1.23624 1.28021
H: -2.46845 2.14625 -0.57164
H: -1.72085 0.82798 -1.74935
H: -0.13046 0.04157 1.89259
C: 1.21457 -1.88940 -0.33740
O: 0.35702 -1.06962 -0.59677
H: 2.24080 -1.62444 -0.40658
H: 1.03753 -2.83285 0.15708

Values from the calculation:
- SMILES string = C=C=CCl.C=O
- HOMO-LUMO gap (eV) = 9.79
- charge = 0
- energy (eV) = -18795.31134
- ΔE to the lowest compared entry with this formula, charge and spin (kJ/mol) = 278.6
- LUMO (Ha) = 0.023